68
Properties=species:S:1:pos:R:3:forces:R:3:mulliken_charge:R:1 method="wB97M-V/def2-TZVPD" gap_ev=7.3 charge=+1
Au -0.077 -0.835 -0.544 0.278 0.312 -1.277 1.18
O 2.602 -1.829 -0.445 0.674 1.395 0.068 -0.55
C 2.079 -0.750 -0.515 -2.851 -3.475 -0.050 0.06
C 2.618 0.553 -0.432 2.075 2.707 -0.268 -0.11
C 4.024 0.678 -0.582 -0.929 -0.344 0.180 -0.99
C 4.613 1.917 -0.608 0.073 0.592 0.033 -0.65
C 3.839 3.076 -0.508 0.180 -0.448 -0.059 -0.73
C 2.466 2.981 -0.371 -0.030 -0.062 0.112 -0.54
C 1.850 1.737 -0.315 0.571 -0.770 -0.047 0.46
P 0.084 1.514 -0.081 -0.137 0.104 0.526 1.67
C -0.221 1.503 1.709 0.061 0.105 -0.052 0.49
C 0.789 1.559 2.659 -0.075 0.127 -0.196 -0.64
C 0.463 1.548 4.006 0.059 0.052 0.099 -0.76
C -0.862 1.494 4.406 0.064 -0.065 0.068 -0.76
C -1.870 1.399 3.459 -0.048 0.089 -0.085 -0.85
C -1.551 1.394 2.116 0.176 0.132 -0.061 -0.31
C -0.593 3.133 -0.575 -0.104 -0.382 -0.262 0.16
C -1.136 4.015 0.353 0.091 -0.102 0.008 -0.16
C -1.471 5.298 -0.038 -0.035 0.139 -0.039 -0.76
C -1.265 5.708 -1.344 -0.040 0.018 0.066 -0.54
C -0.752 4.821 -2.277 0.041 -0.006 -0.146 -0.72
C -0.422 3.532 -1.901 -0.073 -0.083 0.172 -0.30
H 4.613 -0.219 -0.701 0.031 -0.104 0.022 0.55
H 5.684 1.999 -0.722 0.060 0.006 -0.033 0.43
H 4.311 4.045 -0.551 0.049 0.100 -0.001 0.46
H 1.872 3.883 -0.320 -0.051 0.014 0.080 0.49
H 1.821 1.632 2.341 0.086 0.003 0.058 0.48
H 1.249 1.600 4.744 0.058 0.026 0.081 0.45
H -1.111 1.532 5.455 -0.010 -0.067 0.113 0.41
H -2.906 1.345 3.757 -0.115 -0.022 0.108 0.53
H -2.334 1.332 1.371 -0.100 0.021 -0.029 0.68
H -1.275 3.719 1.382 0.016 0.038 0.010 0.35
H -1.880 5.980 0.691 -0.042 0.106 0.055 0.44
H -1.501 6.721 -1.631 -0.052 0.075 -0.059 0.42
H -0.599 5.141 -3.297 0.010 0.009 -0.100 0.43
H -0.005 2.836 -2.616 0.035 0.000 -0.129 0.40
N -4.447 -1.338 -0.163 0.377 0.163 -0.179 0.01
C -3.433 -0.998 -0.966 -0.041 0.052 -0.046 -0.49
N -2.312 -1.041 -0.283 0.192 -0.113 0.233 0.01
C -2.688 -1.437 0.975 -1.517 0.266 -1.412 0.40
N -3.997 -1.612 1.064 0.424 -0.176 0.632 -0.71
C -1.748 -1.661 2.025 1.674 -0.589 1.548 0.35
C -2.135 -2.045 3.319 -0.308 0.216 -1.122 -0.56
N -1.252 -2.321 4.240 0.741 -0.202 0.734 -0.57
C 0.042 -2.207 3.934 -0.467 -0.091 -0.028 -0.47
C 0.448 -1.783 2.680 -0.220 -0.068 0.047 -0.56
N -0.437 -1.526 1.731 -1.448 -0.136 0.934 0.66
H -5.433 -1.405 -0.369 0.112 0.010 -0.002 0.19
H -3.525 -0.729 -1.998 -0.095 0.029 -0.240 0.55
H -3.182 -2.132 3.570 -0.133 -0.018 0.041 0.52
H 0.747 -2.482 4.703 0.156 0.064 0.093 0.42
H 1.486 -1.648 2.422 0.233 -0.041 -0.003 0.45
C -0.769 -2.961 -4.098 0.420 -0.075 0.368 -1.26
Ge 0.550 -3.499 -2.709 -0.218 -0.743 0.187 0.62
C 2.402 -3.033 -3.238 -0.511 -0.055 0.147 -1.25
C 0.460 -5.491 -2.513 0.127 0.749 -0.402 -1.31
C -0.049 -2.929 -0.906 0.600 0.670 -0.525 -1.59
H -0.488 -3.404 -5.050 0.041 -0.045 -0.091 0.39
H -0.819 -1.884 -4.233 0.052 0.165 0.027 0.36
H -1.761 -3.323 -3.844 -0.117 -0.083 0.096 0.37
H 2.672 -3.616 -4.116 -0.063 -0.064 -0.111 0.45
H 3.097 -3.277 -2.443 0.036 -0.046 0.124 0.35
H 2.516 -1.982 -3.484 -0.032 0.176 -0.014 0.33
H 0.750 -5.937 -3.460 0.029 -0.205 -0.104 0.39
H -0.543 -5.821 -2.265 -0.172 0.003 0.037 0.38
H 1.143 -5.835 -1.744 0.125 -0.004 0.126 0.39
H 0.611 -3.339 -0.150 0.196 -0.027 0.039 0.49
H -1.053 -3.294 -0.706 -0.190 -0.021 -0.098 0.53

---

15
Properties=species:S:1:pos:R:3:forces:R:3:mulliken_charge:R:1 method="wB97M-V/def2-TZVPD" gap_ev=7.5 charge=-1
C 2.483 0.295 -0.383 -2.306 0.636 0.457 -0.47
C 2.058 1.871 -0.301 2.043 -0.889 -1.314 0.50
O 2.900 2.621 0.206 0.695 0.185 0.872 -0.71
O 0.993 2.183 -0.816 -1.885 -0.174 -0.487 -0.68
H 3.453 0.126 0.037 0.394 -0.087 0.587 0.30
H 2.425 -0.266 -1.345 -0.275 0.867 0.377 0.23
H 1.614 -0.038 0.266 1.314 -0.562 -0.477 -0.16
C -1.493 -0.553 0.752 1.155 0.736 -0.992 -0.66
C -2.526 -1.215 -0.161 -2.104 0.802 4.420 -0.93
H -0.473 -0.911 0.525 -0.427 -0.302 0.389 0.12
H -1.361 0.524 0.484 -0.440 -0.657 0.250 0.25
H -1.690 -0.626 1.801 -0.138 -0.115 0.616 0.35
H -2.109 -1.220 -1.056 1.381 -0.175 -4.382 0.36
H -3.424 -0.565 -0.134 0.261 -0.488 -0.364 0.23
H -2.851 -2.226 0.125 0.333 0.225 0.047 0.27

---

14
Properties=species:S:1:pos:R:3:forces:R:3:mulliken_charge:R:1 method="wB97M-V/def2-TZVPD" smiles="O=C1CC=CCN1" gap_ev=10.0 charge=0
O -0.127 -1.827 1.942 -0.017 0.175 -0.300 -0.64
C -0.125 -1.068 0.990 -0.018 -0.088 -0.050 0.30
C -1.299 -0.164 0.660 -0.059 -0.010 0.124 -0.35
C -0.922 1.075 -0.107 0.077 -0.017 -0.203 -0.37
C 0.106 1.061 -0.948 -0.014 0.128 0.260 -0.46
C 1.211 0.064 -0.805 0.074 0.125 -0.062 -0.34
N 0.902 -1.038 0.086 -0.019 -0.069 0.191 -0.19
H -1.847 0.036 1.581 0.140 0.041 -0.049 0.33
H -1.968 -0.757 0.020 0.023 0.037 0.210 0.22
H -1.508 1.978 0.036 -0.260 -0.237 -0.348 0.37
H 0.330 1.887 -1.618 -0.052 0.049 0.272 0.35
H 1.974 0.711 -0.350 0.413 -0.360 -0.115 0.23
H 1.619 -0.319 -1.748 -0.223 0.101 0.064 0.33
H 1.660 -1.666 0.323 -0.066 0.124 0.008 0.24

---

Computed ΔE to the lowest compared entry with this formula, charge and spin, in the same sequence as the records: 125.6, 80.6, 38.0 kJ/mol.
Computed HOMO, in the same sequence as the records: -10.6, -3.8, -9.2 eV.
Computed lowest unoccupied orbital energy, in the same sequence as the records: -0.119, 0.136, 0.029 Eh.